{
  "formula": "C48H102Br2F3N5O14S",
  "method": "the ωB97M-V functional and the def2-TZVPD basis",
  "e_tot_ev": -246594.4528,
  "de_lowest_kcal_mol": 369.55,
  "charge": 0,
  "mol_weight_g_mol": 1222.2,
  "homo_ev": -8.25,
  "spin_multiplicity": 1,
  "homo_lumo_gap_ev": 6.760,
  "symbols": ["C", "C", "C", "O", "O", "C", "C", "C", "C", "C", "C", "C", "C", "C", "C", "C", "C", "O", "C", "C", "O", "O", "C", "C", "C", "C", "C", "S", "O", "O", "O", "C", "O", "C", "C", "C", "C", "F", "Br", "C", "F", "F", "Br", "H", "H", "H", "H", "H", "H", "H", "H", "H", "H", "H", "H", "H", "H", "H", "H", "H", "H", "H", "H", "H", "H", "H", "H", "H", "H", "H", "H", "H", "H", "H", "H", "H", "H", "H", "H", "H", "H", "H", "H", "H", "H", "H", "H", "H", "H", "H", "C", "C", "C", "O", "C", "N", "H", "H", "H", "H", "H", "H", "H", "H", "H", "H", "H", "C", "C", "C", "O", "C", "N", "H", "H", "H", "H", "H", "H", "H", "H", "H", "H", "H", "C", "C", "C", "O", "C", "N", "H", "H", "H", "H", "H", "H", "H", "H", "H", "H", "H", "C", "C", "C", "O", "C", "N", "H", "H", "H", "H", "H", "H", "H", "H", "H", "H", "H", "C", "C", "C", "O", "C", "N", "H", "H", "H", "H", "H", "H", "H", "H", "H", "H", "H"],
  "coordinates": [[3.71097, -0.28436, -0.33669], [2.75436, 0.49067, 0.50261], [3.36389, 1.76459, 1.38918], [4.16677, 1.45938, 2.41667], [3.04168, 3.14859, 1.00649], [2.58172, 3.95069, 2.15644], [2.00459, 5.39301, 1.63228], [0.42161, 5.66874, 1.96263], [-0.58099, 4.40813, 1.58470], [-0.81851, 4.30861, -0.03468], [-0.10817, 3.02315, -0.76343], [-1.14830, 1.75929, -1.05938], [-1.77595, 1.89348, -2.57895], [-2.90814, 3.09580, -2.72592], [-2.38209, 4.40670, -3.55763], [-2.60205, 5.84534, -2.80272], [-4.08751, 6.06896, -2.14661], [-5.05987, 6.74837, -3.01730], [-5.34872, 5.93451, -4.20881], [-6.19737, 4.51532, -4.20366], [-4.82867, 6.38152, -5.38088], [-2.15408, 1.71913, 0.01379], [-2.29730, 0.37626, 0.59864], [-3.88040, 0.11502, 1.00229], [-3.99497, -1.48153, 1.41416], [-4.61237, -2.43632, 0.23239], [-4.00928, -2.09061, -1.28300], [-4.61862, -3.42056, -2.51136], [-6.15554, -3.27023, -2.72797], [-4.25390, -4.80716, -1.85573], [-3.88401, -3.25871, -4.06053], [-1.28996, 0.35767, 1.93357], [-2.01319, 0.58982, 3.19347], [-2.04415, 2.01543, 3.55724], [-2.99122, 2.34943, 4.87366], [-4.51162, 1.73313, 4.71610], [-5.54104, 2.66953, 3.84613], [-4.95200, 3.25246, 2.61603], [-6.01723, 4.25785, 5.02859], [-6.92601, 1.86797, 3.37582], [-8.08026, 2.12872, 4.29716], [-6.71684, 0.40242, 3.19656], [-7.44036, 2.56746, 1.53062], [3.80150, -0.02080, -1.49475], [4.37097, -1.10598, 0.18196], [1.59836, 0.20449, 0.49485], [1.82806, 3.34013, 2.83696], [3.53700, 4.13554, 2.84595], [2.24501, 5.47532, 0.47784], [2.61994, 6.24042, 2.20243], [0.10613, 6.64931, 1.36862], [0.35451, 5.95679, 3.11659], [-0.17505, 3.37716, 1.96965], [-1.64510, 4.65966, 2.06051], [-1.96581, 4.33791, -0.26386], [-0.35107, 5.29622, -0.51109], [0.30918, 3.39748, -1.79367], [0.71557, 2.58994, -0.03719], [-0.45500, 0.78800, -1.04902], [-2.23641, 0.84837, -2.92437], [-0.88244, 2.11558, -3.33708], [-3.78555, 2.61588, -3.37695], [-3.34934, 3.31997, -1.66563], [-1.23692, 4.30293, -3.80173], [-2.93785, 4.41507, -4.61330], [-2.44929, 6.70195, -3.61802], [-1.81510, 6.07651, -1.94899], [-3.92979, 6.78525, -1.20565], [-4.60142, 5.10312, -1.73049], [-7.35415, 4.69342, -4.27619], [-5.99869, 3.90048, -3.20167], [-5.75733, 3.87658, -5.10364], [-2.01091, -0.46483, -0.16932], [-4.26271, 0.82500, 1.86866], [-4.59158, 0.29230, 0.08971], [-4.63544, -1.62181, 2.39118], [-2.91577, -1.89620, 1.66038], [-5.80539, -2.39965, 0.23246], [-4.31236, -3.56235, 0.46914], [-2.82158, -2.13299, -1.31499], [-4.35666, -1.02378, -1.66719], [-3.37971, -2.38510, -4.11303], [-0.47852, 1.20072, 1.71733], [-0.75191, -0.70327, 1.92811], [-0.97415, 2.44419, 3.79833], [-2.46018, 2.64380, 2.65228], [-2.48093, 1.88178, 5.81930], [-3.08873, 3.51987, 5.07653], [-4.40761, 0.62171, 4.30053], [-4.95133, 1.63174, 5.79944], [2.44825, -5.64960, 3.03752], [2.62134, -4.16279, 2.73289], [1.45440, -3.55988, 1.91801], [1.47759, -3.88935, 0.52608], [0.93156, -5.16215, 0.21642], [3.91204, -3.96183, 2.05754], [2.64575, -6.28439, 2.16939], [3.14603, -5.96014, 3.82325], [1.43396, -5.86138, 3.39236], [2.65347, -3.63963, 3.69625], [1.54369, -2.46733, 1.96193], [0.48231, -3.80795, 2.36027], [0.09352, -5.42411, 0.86846], [1.70997, -5.92487, 0.26723], [0.56957, -5.13261, -0.81594], [4.06498, -2.95865, 1.93978], [3.80870, -4.30311, 1.09730], [5.51366, -4.28193, -5.05817], [4.24544, -3.92746, -4.28400], [3.96380, -2.40882, -4.22307], [4.78128, -1.69638, -3.28997], [6.06947, -1.35740, -3.77957], [4.32819, -4.51570, -2.93882], [6.42593, -4.07338, -4.49258], [5.52609, -5.35109, -5.29782], [5.56325, -3.72992, -6.00282], [3.40597, -4.39589, -4.81187], [2.93299, -2.27246, -3.87319], [4.01578, -1.94815, -5.21664], [6.05969, -1.12625, -4.84848], [6.77347, -2.16354, -3.56798], [6.41458, -0.47129, -3.23793], [3.44092, -4.35559, -2.45849], [4.99614, -3.95418, -2.40241], [-6.55351, -3.38185, -6.29385], [-6.38042, -1.89505, -6.59849], [-7.54735, -1.29213, -7.41337], [-7.52417, -1.62161, -8.80530], [-8.07020, -2.89440, -9.11496], [-5.08972, -1.69408, -7.27384], [-6.35601, -4.01665, -7.16199], [-5.85573, -3.69239, -5.50813], [-7.56779, -3.59364, -5.93902], [-6.34828, -1.37188, -5.63513], [-7.45807, -0.19958, -7.36945], [-8.51945, -1.54020, -6.97111], [-8.90824, -3.15637, -8.46292], [-7.29179, -3.65713, -9.06414], [-8.43219, -2.86486, -10.14731], [-4.93678, -0.69091, -7.39160], [-5.19306, -2.03536, -8.23407], [5.16959, -0.10088, 7.60471], [4.83669, 0.88209, 6.48386], [3.34711, 1.29318, 6.44577], [2.47788, 0.30216, 5.88999], [2.09179, -0.71534, 6.80085], [5.27136, 0.30792, 5.20177], [4.83115, -1.11798, 7.38885], [6.25373, -0.15226, 7.75538], [4.71813, 0.21618, 8.55086], [5.42301, 1.79024, 6.66904], [3.25642, 2.16532, 5.78644], [2.99116, 1.61373, 7.43199], [1.97619, -0.33753, 7.82065], [2.81299, -1.53352, 6.77447], [1.12902, -1.11729, 6.47043], [5.13204, 1.00573, 4.46878], [4.60540, -0.43146, 4.95882], [7.24689, -1.66031, 0.76217], [6.88267, -1.21631, 2.17765], [8.10310, -0.78412, 3.02208], [8.88726, -1.87153, 3.52126], [9.81881, -2.39809, 2.58906], [6.12526, -2.29209, 2.83448], [7.69611, -2.65684, 0.73455], [6.35020, -1.69872, 0.13354], [7.94670, -0.95676, 0.29870], [6.22514, -0.34392, 2.08094], [7.72815, -0.26125, 3.91067], [8.73256, -0.06553, 2.48402], [10.23391, -1.62559, 1.93558], [9.35138, -3.18833, 1.99976], [10.64027, -2.85217, 3.15180], [5.80464, -1.95571, 3.74424], [6.79288, -3.03119, 3.07364]],
  "atomic_forces_ev_per_a": [[-0.9, 1.1, 1.0], [0.8, 0.7, -0.9], [2.8, -2.8, 5.1], [-4.4, 2.5, -5.9], [-0.4, -3.6, 1.2], [0.8, 0.8, 1.9], [0.4, 0.1, 0.1], [0.3, 0.0, 0.2], [-0.5, 0.9, -0.4], [0.3, 0.6, -0.2], [-0.8, -0.2, 0.4], [1.5, 0.7, -0.9], [0.0, -0.1, -0.1], [-0.3, -1.1, -0.7], [0.0, 0.1, -0.2], [-0.3, 0.7, -0.5], [0.7, 0.1, 1.6], [0.0, -2.8, -2.2], [3.0, 2.4, -5.3], [0.9, 0.0, 0.7], [-3.6, -2.9, 7.6], [0.8, -1.8, -1.3], [-0.9, 0.4, 0.9], [0.2, -0.6, 0.1], [0.4, 0.0, 0.0], [-0.3, -0.9, 0.0], [0.7, 1.0, 0.2], [-4.1, -4.3, 1.6], [5.7, 0.1, 0.5], [-0.6, 5.5, -3.0], [0.1, 1.3, 2.7], [0.1, -0.4, -1.3], [1.0, 1.2, -0.7], [-0.5, 1.8, -0.1], [-0.2, -0.3, -0.3], [0.7, -0.7, 0.3], [0.7, -0.3, -0.1], [-1.0, -1.7, 3.2], [0.3, -1.3, -1.2], [-1.3, -0.4, -0.2], [3.8, -1.4, -2.7], [-0.7, 4.3, 1.1], [0.1, -0.9, 1.9], [-1.3, -2.1, 2.2], [0.1, 2.9, -1.0], [2.2, 2.1, -1.1], [1.4, 1.2, -1.6], [-2.1, -0.4, -1.5], [-0.6, -0.2, 2.4], [-1.3, -1.8, -1.4], [0.5, -2.2, 1.2], [0.0, -0.8, -2.4], [-0.8, 2.2, -0.6], [2.4, -0.8, -0.8], [2.2, -0.1, 0.4], [-1.0, -2.1, 1.0], [-0.4, -1.0, 2.1], [-1.4, 1.1, -1.7], [-1.6, 1.9, 0.1], [0.9, 2.2, 0.9], [-1.8, -0.5, 1.7], [1.8, 1.1, 1.6], [0.9, -0.3, -2.0], [-2.2, 0.2, 0.5], [1.2, 0.2, 2.4], [-0.4, -1.8, 1.8], [-1.6, -0.9, -1.8], [-0.6, -1.4, -2.2], [1.2, 1.6, -0.8], [2.4, -0.2, -0.1], [-0.4, 1.5, -2.1], [-1.2, 1.6, 1.9], [-0.3, 1.7, 1.4], [1.1, -1.5, -1.8], [1.5, -0.1, 1.6], [1.2, 0.2, -2.1], [-2.1, 0.9, -0.4], [2.7, 0.1, -0.3], [-0.7, 2.5, -0.6], [-2.5, -0.1, 0.1], [0.6, -2.4, 0.6], [-0.9, -1.5, 0.1], [-1.7, -1.8, 0.6], [-1.2, 2.2, 0.6], [-1.9, -1.1, -0.5], [0.8, -1.3, 1.7], [-1.2, 0.8, -1.8], [0.5, -2.5, -0.7], [-0.4, 2.6, 0.5], [0.5, 0.3, -2.2], [0.0, -0.2, 0.3], [0.0, -0.3, -0.6], [0.3, 0.2, 0.0], [-0.4, 0.1, 0.5], [0.2, 0.1, -0.4], [-0.7, 0.1, -0.3], [0.0, 0.2, 0.0], [-0.1, 0.1, -0.2], [0.1, 0.0, 0.0], [0.0, 0.1, -0.1], [0.1, -0.1, -0.1], [-0.1, -0.2, 0.0], [0.1, 0.0, 0.1], [-0.1, -0.2, 0.1], [0.0, 0.1, 0.1], [0.4, -0.3, 0.3], [0.0, -0.1, 0.3], [0.1, -0.2, -0.2], [0.4, 0.2, 0.2], [-0.2, -0.1, 0.3], [-0.2, 0.0, -0.6], [0.1, 0.1, 0.4], [-0.2, 0.4, 0.1], [-0.2, 0.0, 0.0], [0.0, 0.2, 0.1], [0.0, 0.0, 0.1], [0.0, 0.1, 0.1], [0.2, 0.0, 0.1], [0.2, 0.0, 0.0], [0.0, -0.1, 0.0], [0.1, 0.0, -0.2], [-0.1, -0.1, 0.0], [0.1, -0.2, -0.1], [-0.1, -0.2, -0.2], [0.0, -0.2, 0.3], [-0.1, -0.4, -0.3], [0.3, 0.3, -0.1], [-0.3, 0.0, 0.6], [0.2, 0.1, -0.4], [-0.1, 0.4, -0.2], [0.0, 0.2, 0.0], [-0.2, 0.1, -0.2], [0.1, 0.0, 0.0], [0.0, 0.1, -0.1], [0.0, -0.1, -0.1], [0.0, -0.2, 0.0], [0.1, 0.0, 0.1], [-0.1, -0.2, 0.1], [0.0, 0.1, 0.1], [0.0, -0.2, 0.1], [0.1, 0.0, 0.3], [0.2, 0.0, 0.2], [-0.2, -0.5, 0.0], [0.1, 0.1, -0.4], [0.1, 0.4, 0.5], [-0.1, -0.1, -0.4], [-0.3, 0.2, -0.1], [0.0, 0.2, -0.1], [-0.2, 0.0, -0.1], [0.0, -0.1, -0.1], [-0.1, 0.0, -0.1], [0.0, -0.2, 0.0], [0.0, -0.2, 0.1], [0.1, 0.0, 0.0], [0.0, -0.1, 0.2], [0.1, 0.1, 0.0], [0.1, -0.2, 0.1], [0.2, 0.2, 0.1], [0.0, 0.0, -0.2], [0.4, -0.2, 0.1], [-0.3, 0.0, 0.4], [0.1, 0.4, -0.4], [-0.1, -0.3, 0.4], [0.4, 0.5, 0.2], [0.0, 0.1, 0.1], [0.2, 0.0, 0.1], [-0.1, -0.1, 0.0], [0.1, 0.0, 0.2], [0.0, -0.2, -0.1], [0.1, -0.1, -0.2], [-0.1, 0.0, 0.0], [0.1, 0.0, -0.2], [-0.1, 0.1, 0.0], [0.1, 0.0, -0.2], [-0.3, 0.1, -0.2]]
}



{
  "formula": "C28H31Cl3GeN4O5SY",
  "method": "the ωB97M-V functional and the def2-TZVPD basis",
  "e_tot_ev": -151704.3548,
  "de_lowest_kcal_mol": 6.92,
  "charge": -1,
  "mol_weight_g_mol": 803.5,
  "homo_ev": -5.49,
  "spin_multiplicity": 1,
  "homo_lumo_gap_ev": 7.444,
  "symbols": ["Y", "O", "C", "C", "C", "C", "C", "C", "C", "N", "C", "C", "N", "C", "C", "C", "C", "C", "C", "C", "O", "H", "H", "H", "H", "H", "H", "H", "H", "H", "H", "H", "H", "H", "H", "C", "Ge", "C", "C", "C", "H", "H", "H", "H", "H", "H", "H", "H", "H", "H", "H", "Cl", "C", "Cl", "Cl", "C", "N", "N", "C", "C", "C", "C", "C", "C", "S", "O", "O", "O", "H", "H", "H", "H", "H", "H"],
  "coordinates": [[0.92846, -0.30306, -0.71033], [2.64099, -1.48573, -0.06841], [2.84013, -2.24207, 0.96519], [4.02490, -2.12224, 1.72765], [4.24847, -2.91006, 2.83167], [3.32746, -3.88738, 3.22658], [2.18070, -4.04583, 2.48481], [1.90328, -3.23053, 1.37777], [0.70198, -3.50242, 0.61835], [0.11553, -2.70232, -0.18953], [-0.90443, -3.27469, -1.05147], [-0.35540, -3.27799, -2.46909], [0.10657, -1.93404, -2.81624], [0.31107, -1.73757, -4.06325], [0.82211, -0.54619, -4.69814], [0.89007, -0.53615, -6.10016], [1.37762, 0.54687, -6.79224], [1.82347, 1.65788, -6.06527], [1.78013, 1.67644, -4.69218], [1.27652, 0.57657, -3.95750], [1.23014, 0.61370, -2.66825], [4.73826, -1.36987, 1.41723], [5.15901, -2.77250, 3.40303], [3.51685, -4.50665, 4.09255], [1.45675, -4.80568, 2.76124], [0.29721, -4.51600, 0.74270], [-1.81169, -2.66608, -1.01914], [-1.17782, -4.29151, -0.74502], [-1.11904, -3.63296, -3.17095], [0.49336, -3.96868, -2.51276], [0.08615, -2.54999, -4.76997], [0.54350, -1.41249, -6.63881], [1.41860, 0.54120, -7.87279], [2.21136, 2.52108, -6.59340], [2.12383, 2.53344, -4.12739], [1.73674, 4.87237, 1.26341], [0.67040, 3.30390, 0.69393], [-0.32460, 3.92963, -0.89848], [-0.54580, 2.97024, 2.19500], [1.72246, 1.75174, 0.25884], [1.10135, 5.70377, 1.57485], [2.38083, 5.21653, 0.45146], [2.37578, 4.59659, 2.10442], [-1.01754, 4.73533, -0.64855], [-0.88954, 3.13037, -1.37963], [0.38749, 4.30776, -1.63507], [-1.22036, 3.81302, 2.35731], [0.04190, 2.84908, 3.10861], [-1.15751, 2.08000, 2.06175], [2.29725, 1.49931, 1.16249], [2.46265, 2.06757, -0.49316], [1.14268, 0.61065, 5.12956], [-0.17847, -0.30316, 4.35188], [-1.72884, 0.46972, 4.58043], [-0.18143, -1.97726, 4.97053], [0.13982, -0.38646, 2.92274], [0.36159, -0.45886, 1.80383], [-1.53397, 0.22764, -1.11134], [-2.45350, 0.36115, -0.00607], [-2.63003, -0.71009, 0.86012], [-3.48597, -0.59683, 1.94470], [-4.14568, 0.59722, 2.19421], [-3.97373, 1.66235, 1.32586], [-3.14074, 1.54591, 0.22155], [-5.09587, 0.78080, 3.70934], [-5.35805, -0.58209, 4.14019], [-6.26115, 1.55596, 3.33192], [-4.16570, 1.49655, 4.58840], [-1.51766, 1.06191, -1.69004], [-1.80112, -0.54584, -1.71316], [-2.06966, -1.62469, 0.71826], [-3.63966, -1.42295, 2.62662], [-4.49729, 2.58981, 1.51976], [-3.01318, 2.38486, -0.45294]],
  "atomic_forces_ev_per_a": [[0.1, -0.3, -0.3], [0.0, 0.1, 0.0], [-0.1, -0.1, 0.1], [0.0, 0.0, 0.0], [0.0, 0.0, 0.0], [0.0, 0.0, 0.0], [0.0, 0.0, 0.0], [0.0, 0.0, 0.0], [0.0, 0.0, 0.0], [0.0, 0.0, 0.1], [0.0, 0.0, 0.0], [0.0, 0.0, 0.0], [0.1, 0.0, 0.0], [-0.1, 0.0, 0.0], [0.1, 0.1, 0.0], [0.0, 0.0, 0.0], [0.0, 0.0, 0.0], [0.0, 0.0, 0.0], [0.0, 0.0, 0.0], [-0.1, 0.0, 0.0], [0.1, 0.0, 0.1], [0.0, 0.0, 0.0], [0.0, 0.0, 0.0], [0.0, 0.0, 0.0], [0.0, 0.0, 0.0], [0.0, 0.0, 0.0], [0.0, 0.0, 0.0], [0.0, 0.0, 0.0], [0.0, 0.0, 0.0], [0.0, 0.0, 0.0], [0.0, 0.0, 0.0], [0.0, 0.0, 0.0], [0.0, 0.0, 0.0], [0.0, 0.0, 0.0], [0.0, 0.0, 0.0], [0.0, 0.0, -0.1], [0.0, 0.1, -0.1], [0.0, 0.0, 0.0], [0.0, 0.0, 0.1], [0.0, 0.2, 0.1], [0.0, 0.0, 0.0], [0.0, 0.0, 0.0], [0.0, 0.0, 0.0], [0.0, 0.0, 0.0], [0.0, 0.0, 0.0], [0.0, 0.0, 0.0], [0.0, 0.0, 0.0], [0.0, 0.0, 0.0], [0.0, 0.0, 0.0], [0.0, 0.0, 0.0], [0.0, 0.0, 0.0], [-0.1, 0.0, 0.0], [0.2, 0.0, 0.1], [0.0, -0.1, 0.0], [0.0, 0.1, 0.0], [-0.1, 0.1, 0.0], [-0.1, 0.0, 0.0], [0.0, -0.1, 0.2], [-0.1, 0.1, 0.0], [0.0, 0.0, 0.0], [0.0, 0.0, -0.1], [0.0, -0.1, 0.1], [0.0, 0.1, 0.0], [0.0, -0.1, 0.0], [0.1, 0.0, 0.0], [0.0, 0.0, 0.0], [0.0, 0.0, 0.0], [0.0, 0.0, -0.1], [0.0, 0.0, 0.0], [0.0, 0.1, -0.1], [0.0, 0.0, 0.0], [0.0, 0.0, 0.0], [0.0, 0.0, 0.0], [0.0, 0.0, 0.0]]
}